[1]
98
Properties=species:S:1:pos:R:3:forces:R:3 method="wB97M-V/def2-TZVPD" de_lowest_kcal_mol=19.1 e_lumo_ev=-2.50 gap_ha=0.205 e_homo_ev=-8.08 charge=+1
C 0.985583 -0.239727 -2.802870 0.0 -0.2 -0.3
C -0.272931 -1.934003 -1.807013 -0.8 0.3 1.2
C 1.167874 -0.990930 -3.962114 0.3 1.0 0.0
C -0.303115 -2.628711 -3.044385 0.1 -0.1 -0.9
C 0.431230 -2.173292 -4.120647 -0.5 -0.3 0.7
H 1.810635 -0.588419 -4.751038 -0.3 -0.2 0.2
H -0.939685 -3.513628 -3.094372 0.4 0.1 -0.1
H 0.428188 -2.713244 -5.069014 0.0 0.1 0.3
N 0.221878 -0.648737 -1.775939 0.4 -0.6 0.3
P 0.730013 2.287980 -1.581407 -0.5 -0.7 0.5
P -0.838118 -2.380937 1.084263 -0.2 0.1 -0.2
C 1.684804 1.107825 -2.637504 0.3 -0.3 0.0
H 2.628869 0.926134 -2.099197 -0.3 0.0 -0.3
H 1.943611 1.503117 -3.630513 0.0 0.0 0.4
C -0.812534 1.376333 3.185000 -0.7 0.9 3.2
O -1.019130 1.683734 4.270225 0.7 -0.9 -3.0
C -0.849990 -2.571166 -0.659747 -1.5 0.2 -1.4
H -1.533229 -3.375211 -0.982315 0.5 0.0 0.1
C 0.480291 -3.705210 1.565742 -0.8 0.3 0.4
C -2.666005 -2.848475 1.697098 1.2 -0.2 -0.2
C 1.974041 3.429516 -0.663998 -0.4 0.0 -0.7
C -0.444866 3.075910 -2.832737 0.5 0.4 0.3
C 1.073958 -3.206850 2.895395 0.1 -0.4 0.0
H 0.305477 -3.108220 3.677450 0.2 -0.1 -0.2
H 1.837064 -3.916423 3.249433 -0.1 0.2 0.1
H 1.545004 -2.222700 2.764198 -0.2 -0.3 0.1
C -0.118050 -5.108214 1.688864 0.4 -0.3 0.2
H -0.851616 -5.197671 2.500023 0.2 0.0 -0.2
H -0.573170 -5.432314 0.742171 0.1 0.1 0.3
H 0.697416 -5.816861 1.910592 -0.2 0.1 0.0
C 1.546813 -3.751240 0.465233 -0.1 0.0 0.1
H 2.353144 -4.436821 0.765495 -0.2 0.1 0.0
H 1.127240 -4.114533 -0.481608 0.1 0.2 0.3
H 1.979471 -2.759747 0.293653 -0.1 -0.3 -0.2
C -2.612950 -2.890349 3.238262 -0.2 0.0 -0.1
H -2.184248 -1.966257 3.653699 -0.1 -0.2 -0.1
H -3.632868 -2.995126 3.641269 0.2 0.0 -0.1
H -2.022981 -3.737954 3.613534 -0.1 0.2 -0.1
C -3.630606 -1.738024 1.246171 0.0 0.0 0.0
H -3.391584 -0.760304 1.689757 0.1 -0.1 0.0
H -3.668688 -1.640799 0.151549 0.2 0.0 0.2
H -4.649838 -1.993286 1.582075 0.3 0.1 0.0
C -3.203078 -4.166103 1.133612 -0.3 -0.2 0.1
H -2.586069 -5.037268 1.371907 -0.2 0.3 -0.1
H -4.195670 -4.349414 1.579598 0.2 0.0 -0.2
H -3.342037 -4.121332 0.046193 0.1 0.0 0.2
C -1.374566 4.060395 -2.095850 0.0 0.0 -0.1
H -2.025562 4.550796 -2.835979 0.1 -0.1 0.2
H -2.016722 3.525702 -1.380526 0.2 0.1 -0.2
H -0.826010 4.839920 -1.550913 -0.2 -0.2 -0.2
C -1.316574 1.964941 -3.453407 0.1 -0.1 0.1
H -0.717345 1.236458 -4.015472 -0.2 0.1 0.1
H -1.906138 1.434800 -2.689509 0.3 0.1 -0.2
H -2.025975 2.431711 -4.155651 0.2 -0.1 0.2
C 0.361560 3.767882 -3.931476 -0.4 0.4 -0.4
H -0.329414 4.055066 -4.737265 0.2 0.0 0.0
H 0.848524 4.681371 -3.574323 -0.2 -0.3 -0.1
H 1.119649 3.106035 -4.366230 -0.2 0.2 0.0
C 3.372998 2.803363 -0.729835 0.1 0.1 0.1
H 3.744693 2.726571 -1.762536 -0.1 0.1 0.3
H 4.085291 3.435179 -0.174082 -0.2 -0.1 -0.1
H 3.388756 1.805247 -0.271194 -0.1 0.3 -0.2
C 1.504976 3.519622 0.811274 0.1 0.0 -0.2
H 1.550486 2.543227 1.323975 0.0 0.2 -0.3
H 2.164888 4.210609 1.360016 -0.2 -0.2 -0.1
H 0.475731 3.906926 0.892564 0.3 -0.1 -0.1
C 2.019425 4.826079 -1.288746 0.4 0.3 0.3
H 2.411870 4.795817 -2.313805 -0.1 0.0 0.3
H 1.041925 5.326365 -1.279632 0.3 -0.1 -0.1
H 2.707975 5.448984 -0.694716 -0.2 -0.1 -0.2
Sr -0.776917 0.534874 0.374510 0.6 -0.9 -0.7
N 1.598463 -0.171753 0.879109 3.0 -2.0 0.6
C 2.593868 -0.764018 1.087295 -1.2 3.3 0.1
C 4.031182 -0.913706 1.570173 -0.1 -0.7 -0.3
C 4.556094 -2.319188 1.274903 0.1 -0.4 0.0
C 4.940416 0.112518 0.885763 0.2 0.4 -0.2
C 4.060936 -0.623440 3.070919 -0.2 0.2 0.5
H 3.937821 -3.090578 1.755639 0.2 0.3 -0.1
H 4.564357 -2.508282 0.192192 0.0 0.0 0.3
H 5.587160 -2.413582 1.652998 -0.4 0.1 -0.1
H 4.698981 1.140573 1.190910 -0.1 -0.3 -0.2
H 5.969548 -0.062610 1.227831 -0.3 -0.1 -0.1
H 4.943091 0.033036 -0.210722 -0.1 0.0 0.3
H 5.077078 -0.799514 3.443029 -0.2 -0.1 -0.1
H 3.834497 0.434873 3.264162 -0.1 -0.3 0.0
H 3.371640 -1.253260 3.650272 0.2 0.2 -0.2
C -4.049493 3.117263 1.425642 -0.1 -0.1 -0.1
N -4.756339 2.209204 0.511195 0.3 -0.2 -0.1
C -6.202941 2.035493 0.637544 -0.2 -0.2 0.0
C -4.062896 1.438796 -0.315884 1.5 0.2 0.2
O -2.791778 1.444045 -0.339309 -2.7 0.2 -0.1
H -4.816562 3.676897 1.967960 0.3 -0.1 0.0
H -3.413134 3.811320 0.857596 -0.2 -0.3 0.2
H -3.419415 2.560766 2.136786 -0.3 0.1 -0.2
H -6.627350 1.864947 -0.359708 0.0 0.2 0.3
H -6.448352 1.169855 1.273816 0.1 0.4 -0.1
H -6.617388 2.941803 1.087321 -0.1 -0.2 -0.3
H -4.652554 0.779548 -0.984668 0.3 0.3 0.3

=====

[2]
100
Properties=species:S:1:pos:R:3:forces:R:3 method="wB97M-V/def2-TZVPD" e_lumo_ev="-8.86 / -12.16" gap_ha="0.279 / 0.204" e_homo_ev="-16.45 / -17.71" spin_multiplicity=5 s2=6.051 charge=+3
C 2.323562 -1.477142 -1.198319 0.2 -0.2 0.5
C 1.781264 0.645031 -2.106602 0.1 -0.5 -0.3
C 3.273574 -1.703882 -2.198398 -0.3 -0.2 -0.1
C 2.572865 0.327689 -3.254459 -0.8 1.1 0.6
C 3.318502 -0.834435 -3.283746 0.3 -0.2 -0.2
H 3.895939 -2.594804 -2.134118 -0.2 0.2 -0.2
H 2.555838 1.064388 -4.058464 0.3 -0.3 0.1
H 3.947258 -1.061531 -4.147526 -0.2 0.1 0.3
N 1.611876 -0.348086 -1.160522 -0.5 0.5 0.5
P 0.408124 -2.503713 0.602500 0.3 -1.8 -0.8
P 0.420355 2.274899 -0.258747 -0.8 2.2 -0.9
C 2.119682 -2.478760 -0.071746 0.5 0.3 -0.6
H 2.402773 -3.470976 -0.440436 -0.1 0.1 0.2
H 2.819562 -2.234463 0.742029 -0.1 0.0 -0.1
C -1.324551 -0.325358 1.323289 -7.5 -1.5 3.2
O -2.302508 -0.637067 1.913093 4.2 1.2 -2.2
C 1.192257 1.906299 -1.845810 0.0 -0.4 -1.1
H 1.411009 2.706768 -2.571231 -0.4 -0.5 0.4
C -1.318858 3.142896 -0.368397 -0.1 0.0 -0.1
C 1.740240 3.631055 0.169737 0.4 0.4 0.4
C -0.515875 -3.743575 -0.572291 -0.3 0.1 0.1
C 0.639580 -3.443064 2.245996 -0.2 0.4 0.4
C -2.406803 2.197309 0.159288 0.1 -0.2 -0.1
H -2.276544 2.008552 1.232201 -0.1 0.1 -0.1
H -3.380373 2.696359 0.032528 0.3 -0.2 0.0
H -2.437410 1.242116 -0.381668 -0.1 0.2 0.1
C -1.428779 4.404276 0.503432 0.1 0.2 0.0
H -1.189841 4.181867 1.550075 -0.1 0.1 -0.2
H -0.820086 5.242470 0.151927 -0.1 -0.2 0.1
H -2.473835 4.749849 0.486437 0.3 -0.2 -0.1
C -1.630856 3.459791 -1.831055 -0.1 0.0 -0.2
H -2.581384 4.017651 -1.865648 0.4 -0.1 0.0
H -0.857367 4.054659 -2.332317 -0.2 0.0 0.1
H -1.775352 2.532557 -2.394506 0.1 0.2 0.1
C 1.517705 4.248465 1.553437 -0.1 0.2 0.2
H 1.382100 3.480831 2.319403 -0.1 0.4 -0.2
H 2.405793 4.841880 1.820218 -0.2 -0.2 -0.1
H 0.670355 4.937721 1.578210 0.3 -0.2 0.1
C 3.141930 2.996337 0.159511 0.0 -0.1 -0.1
H 3.166082 2.086755 0.767996 0.2 0.1 -0.1
H 3.479884 2.762539 -0.855681 -0.1 -0.1 0.2
H 3.870295 3.707169 0.579950 -0.3 -0.2 -0.1
C 1.748212 4.787736 -0.870208 -0.2 -0.1 -0.2
H 2.154366 4.474538 -1.839606 -0.1 0.1 0.2
H 0.768512 5.254191 -1.039292 0.3 -0.2 0.1
H 2.419325 5.578053 -0.490605 -0.2 -0.4 0.0
C -0.732955 -3.906344 2.769116 0.0 -0.1 0.2
H -0.586353 -4.280949 3.794145 -0.1 0.1 -0.3
H -1.448444 -3.069969 2.812977 0.1 -0.3 0.0
H -1.161848 -4.730733 2.184790 0.1 0.4 0.3
C 1.256882 -2.508378 3.290861 0.0 0.1 0.1
H 2.222585 -2.101040 2.966982 -0.1 -0.1 0.1
H 0.590686 -1.673683 3.540832 0.1 -0.2 0.0
H 1.425139 -3.085524 4.212945 0.0 0.2 -0.3
C 1.609489 -4.632471 2.130537 0.1 -0.3 -0.2
H 2.580192 -4.339043 1.713275 -0.2 -0.1 0.2
H 1.786513 -5.010212 3.147525 0.0 0.2 -0.2
H 1.219407 -5.476170 1.559134 0.2 0.3 0.2
C -0.217853 -3.351812 -2.022458 0.1 0.3 -0.1
H 0.825832 -3.556300 -2.299294 -0.2 0.0 0.0
H -0.855062 -3.949693 -2.690391 0.2 0.1 0.2
H -0.440123 -2.298110 -2.220127 0.0 0.0 0.0
C -2.015388 -3.655779 -0.282401 -0.3 0.4 0.0
H -2.404528 -2.667087 -0.519616 0.0 -0.3 0.1
H -2.532163 -4.383774 -0.924321 0.1 0.2 0.2
H -2.270792 -3.862007 0.761669 0.1 -0.2 -0.3
C -0.115975 -5.217862 -0.402800 0.3 -0.2 0.1
H 0.959758 -5.401504 -0.528550 -0.3 0.0 0.1
H -0.471223 -5.647892 0.541685 0.2 0.1 -0.3
H -0.629437 -5.786793 -1.193898 0.1 0.3 0.1
Ru 0.220132 0.006128 0.430871 3.6 -1.4 -0.8
N -2.798505 -0.909704 -1.432412 -0.1 0.0 -2.4
C -2.859050 -0.935665 -2.601459 0.7 1.1 2.1
C -2.814105 -0.598402 -4.050105 0.0 -0.4 -0.2
C -1.822546 0.558820 -4.244748 0.1 0.2 0.1
C -2.425257 -1.823553 -4.883644 0.0 -0.5 0.0
C -4.231913 -0.165212 -4.413527 -0.5 0.1 0.1
H -2.247779 1.479434 -3.827882 0.1 -0.3 -0.2
H -0.865588 0.358648 -3.743844 -0.1 0.0 -0.1
H -1.614340 0.739477 -5.308375 -0.2 -0.2 0.2
H -3.065306 -2.675699 -4.618298 0.1 0.2 -0.2
H -2.580025 -1.599390 -5.944783 0.0 0.0 0.2
H -1.381322 -2.139878 -4.757132 -0.2 0.2 0.1
H -4.322545 0.043186 -5.482852 0.1 -0.1 0.1
H -4.932905 -0.961169 -4.141953 0.0 0.2 -0.2
H -4.520383 0.733491 -3.858518 0.0 -0.1 -0.1
C 1.619621 2.436761 5.533573 -0.3 0.6 0.6
N 1.638753 2.180802 4.096693 0.4 -1.9 -0.8
C 0.937214 1.181800 3.513611 -0.2 1.1 1.4
S 1.704039 0.503641 2.097693 0.6 -0.4 0.5
N -0.220781 0.750188 4.028872 0.7 0.1 -1.4
C -1.117256 1.554755 4.859252 -0.4 0.2 0.7
H 1.372200 1.541216 6.111871 0.1 0.1 -0.3
H 0.892877 3.224509 5.740938 0.2 -0.1 0.2
H 2.608700 2.778088 5.836355 -0.1 0.0 -0.1
H 2.546803 2.341939 3.636467 -0.8 0.1 0.4
H -0.660026 -0.041063 3.554325 0.4 0.4 0.4
H -2.138788 1.203078 4.695906 0.2 0.0 0.0
H -0.882495 1.423133 5.921030 -0.1 0.1 -0.3
H -1.072160 2.617928 4.589601 0.1 -0.3 0.0